Record 1
{"formula": "C3H6N2O2", "method": "ωB97M-V/def2-TZVPD", "homo_ev": -9.59, "lumo_energy_ev": 0.7, "smiles": "NC(=O)NCC=O", "elements": ["N", "C", "O", "N", "C", "C", "O", "H", "H", "H", "H", "H", "H"], "xyz": [[-0.949, -0.096, -1.565], [-0.078, -1.101, -1.111], [0.462, -1.800, -1.939], [0.305, -0.974, 0.230], [0.769, 0.272, 0.767], [-0.348, 1.073, 1.481], [-0.177, 2.039, 2.161], [-0.849, -0.075, -2.568], [-0.766, 0.819, -1.180], [0.377, -1.808, 0.783], [1.042, 0.938, -0.053], [1.534, 0.197, 1.531], [-1.322, 0.515, 1.463]], "atomic_forces_ev_per_a": [[0.3, -0.3, 0.2], [1.4, 2.1, -0.9], [-0.6, -1.4, 0.7], [-0.4, -0.7, 0.2], [-1.6, 1.3, 0.0], [-0.3, -1.6, 0.7], [0.2, 0.5, -0.2], [-0.2, 0.1, -0.2], [-0.4, 0.0, 0.2], [0.4, -0.1, -0.2], [0.8, -0.1, 0.1], [0.5, -0.3, -0.3], [0.0, 0.5, -0.2]], "mulliken_charge": [-0.50, 0.41, -0.57, -0.07, -0.75, 0.14, -0.47, 0.27, 0.25, 0.23, 0.34, 0.37, 0.35]}

---

Record 2
{"formula": "C4H10ClN4", "method": "ωB97M-V/def2-TZVPD", "homo_ev": -13.29, "charge": 1, "lumo_energy_ev": -4.2, "smiles": "NN[C@H]1[NH+]=CCN[C@H]1Cl", "elements": ["N", "N", "C", "N", "C", "C", "N", "C", "Cl", "H", "H", "H", "H", "H", "H", "H", "H", "H", "H"], "xyz": [[-2.671, -0.642, 0.214], [-1.554, -1.197, -0.301], [-0.545, -0.235, -0.455], [-0.334, 0.387, 0.813], [0.778, 0.932, 1.136], [1.987, 0.884, 0.329], [1.808, 0.310, -0.915], [1.001, -0.884, -0.850], [1.487, -1.985, 0.503], [-3.230, 0.116, -0.336], [-3.279, -1.345, 0.738], [-1.744, -1.616, -1.331], [-0.698, 0.443, -1.233], [-1.155, 0.385, 1.420], [0.888, 1.422, 2.087], [2.173, 1.958, 0.124], [2.845, 0.684, 1.086], [2.643, 0.428, -1.603], [1.025, -1.235, -1.830]], "atomic_forces_ev_per_a": [[-4.0, 1.4, 1.8], [-0.1, -2.6, -4.3], [3.5, -2.6, -0.1], [0.3, 1.2, 0.4], [-0.1, -0.4, 0.6], [1.2, 2.9, 1.6], [1.7, -1.3, -2.0], [-1.4, 2.6, 1.7], [-0.2, -0.1, -1.0], [1.2, -2.2, 0.9], [1.1, 1.6, -1.3], [0.7, 0.9, 2.9], [-0.3, 1.6, -1.1], [-0.1, 0.0, 0.0], [-0.3, 0.0, 0.4], [0.1, 0.1, 0.4], [-1.0, -0.5, -1.3], [-2.2, -0.9, 1.7], [-0.3, -1.7, -1.3]], "mulliken_charge": [-0.58, -0.08, -0.13, -0.03, -0.16, -0.62, -0.24, -0.41, -0.14, 0.23, 0.24, 0.29, 0.22, 0.38, 0.47, 0.42, 0.25, 0.30, 0.62]}

---

Going through the records in order, we get ΔE to the lowest compared entry with this formula, charge and spin values of 43.1, 25.6 kcal/mol.